Record 1
# C33H67Cl2N8O10PS

A 7-piece molecular cluster, C33H67Cl2N8O10PS overall at a distorted geometry (ωB97M-V with the def2-TZVPD basis set, the OMol25 dataset).

ORCA input file:
```
! wB97M-V def2-TZVPD RIJCOSX def2/J DEFGRID3
* xyz 0 1
C 5.37172 -4.74752 2.80499
C 4.40951 -3.42483 2.44952
O 4.00097 -2.90253 3.79604
C 5.35705 -2.40113 1.60201
C 4.57904 -1.26655 0.71262
C 5.78937 -0.19651 0.25723
N 6.71464 0.64266 -0.13449
P 3.46702 -0.25035 1.88080
C 2.99601 1.46722 1.08602
O 1.88949 -1.00321 2.13496
C 3.92623 -1.76914 -0.68604
C 3.73097 -0.40606 -1.63765
N 3.45389 0.70952 -2.26701
C 4.99198 -2.70944 -1.56827
C 4.94859 -4.29803 -1.18006
C 4.21777 -5.26863 -2.28225
Cl 3.03608 -6.35864 -1.30522
C 2.47043 -2.49181 -0.62617
C 1.21932 -1.44418 -0.99908
C -0.16475 -2.30069 -0.61294
C -1.48035 -1.28279 -0.57884
S -2.56019 -1.78788 0.87192
O -1.62947 -1.75217 2.14300
O -3.07523 -3.24101 0.55947
Cl -4.10215 -0.42511 1.23910
H 6.48935 -4.57001 2.48754
H 5.31332 -4.97007 3.95708
H 4.90559 -5.70001 2.26582
H 3.49132 -3.86632 1.87677
H 3.07947 -3.27873 4.02880
H 6.00671 -1.80120 2.40479
H 6.16619 -3.01139 0.97083
H 2.33692 1.35874 0.12643
H 4.05100 1.96394 0.83053
H 2.52905 2.11272 1.94237
H 1.31471 -0.24809 2.51194
H 4.60461 -2.61367 -2.69358
H 6.08807 -2.30239 -1.54647
H 4.48726 -4.51888 -0.11648
H 6.08555 -4.65357 -1.10361
H 5.04800 -5.99084 -2.71102
H 3.65101 -4.66636 -3.12443
H 2.32838 -3.38530 -1.40607
H 2.16783 -2.94810 0.41790
H 1.24511 -0.45979 -0.36810
H 1.13082 -1.26000 -2.17083
H -0.04766 -2.94785 0.35486
H -0.36948 -3.02799 -1.53662
H -1.12126 -0.16207 -0.53947
H -2.12758 -1.39889 -1.54897
C 2.62563 2.53953 -4.62258
N 2.38293 2.35114 -6.03295
C 2.75509 3.15374 -7.07009
C 3.51935 4.40980 -6.75732
O 2.46223 2.83824 -8.22171
H 3.19077 1.67800 -4.25822
H 1.65879 2.57437 -4.11428
H 3.18083 3.45476 -4.41351
H 1.87268 1.52635 -6.32678
H 3.74290 4.94117 -7.68716
H 2.91905 5.06549 -6.12109
H 4.46401 4.16156 -6.26627
C -1.80882 3.89767 -2.70374
N -1.08755 2.64768 -2.73204
C -1.41735 1.49508 -3.38097
C -2.68715 1.47118 -4.18510
O -0.68064 0.51448 -3.29609
H -1.15158 4.67682 -3.09787
H -2.05022 4.12586 -1.66258
H -2.72673 3.86297 -3.29182
H -0.21930 2.58203 -2.21358
H -2.81082 0.48451 -4.64130
H -3.54590 1.66109 -3.53583
H -2.63968 2.21670 -4.98328
C 5.63776 3.52904 -0.67305
N 5.15160 3.89940 -1.98072
C 4.61166 5.08652 -2.37766
C 4.48410 6.18463 -1.35909
O 4.24596 5.23173 -3.54243
H 6.69059 3.25213 -0.76915
H 5.06857 2.65997 -0.33378
H 5.53791 4.33663 0.05319
H 5.20252 3.21298 -2.72449
H 4.03651 7.06601 -1.82788
H 3.83567 5.86288 -0.53991
H 5.47140 6.46009 -0.97896
C -2.08584 -0.29069 5.11968
N -1.85190 0.94031 4.40313
C -1.40146 2.13082 4.89111
C -1.09411 2.22588 6.35948
O -1.25835 3.08698 4.13165
H -1.45878 -1.06662 4.67346
H -3.13668 -0.56235 4.99207
H -1.85793 -0.20424 6.18278
H -2.03563 0.95868 3.40670
H -0.74593 3.23617 6.59403
H -1.99562 2.02710 6.94500
H -0.30351 1.51859 6.62372
C -7.70126 -1.07829 3.50487
N -6.41172 -1.24867 4.13063
C -6.06217 -1.01084 5.42663
C -7.12066 -0.50456 6.36624
O -4.90632 -1.21228 5.79396
H -8.01345 -2.04577 3.10377
H -7.58688 -0.36931 2.68108
H -8.45696 -0.71075 4.20016
H -5.64326 -1.58719 3.56333
H -6.68756 -0.36395 7.36102
H -7.50266 0.45837 6.01710
H -7.93284 -1.23226 6.44340
C -10.66185 -2.07204 -0.51501
N -9.99276 -0.82779 -0.21888
C -8.68113 -0.50703 -0.40624
C -7.77207 -1.54964 -0.99459
O -8.27559 0.61102 -0.09476
H -11.46891 -1.86268 -1.22154
H -11.09021 -2.45571 0.41433
H -9.98832 -2.81672 -0.94093
H -10.53746 -0.07258 0.18103
H -6.76003 -1.14324 -1.08156
H -7.73667 -2.42700 -0.34341
H -8.11854 -1.82896 -1.99313
*
```

* calculated total energy: -112863.52058 eV
* energy above the lowest of the compared OMol25 structures with the same formula, charge and spin: 1024.9 kJ/mol
* Kohn-Sham gap: 7.431 eV
* SMILES string: C[C@@H](O)C[C@](C#N)(P(C)O)[C@@](C#N)(CCCCl)CCCCS(=O)(=O)Cl.CNC(C)=O.CNC(C)=O.CNC(C)=O.CNC(C)=O.CNC(C)=O.CNC(C)=O

Record 2
# C33H69Cl3F2N7O3P2

A 4-piece molecular cluster, C33H69Cl3F2N7O3P2 overall at a distorted geometry (ωB97M-V with the def2-TZVPD basis set, the OMol25 dataset).

ORCA input file:
```
! wB97M-V def2-TZVPD RIJCOSX def2/J DEFGRID3
* xyz 1 1
C 2.58191 -2.31882 1.10793
C 3.61141 -1.78826 0.36996
C 3.50059 -0.44493 -0.44153
N 3.98899 0.77915 0.28196
C 3.01063 1.74877 0.61558
N 1.66114 1.42568 0.69347
C 0.73979 2.10610 -0.16950
Cl -0.69282 2.82023 0.65539
C 0.79229 2.32768 -1.48828
C -0.31675 3.09066 -2.24264
Cl 2.17740 1.73793 -2.41229
P 1.09862 0.79967 2.21697
C 1.02800 2.04137 3.59391
C 0.91449 1.18718 4.92753
C -0.43148 -0.24250 2.08313
C -0.62548 -0.97040 0.71160
N 3.44579 2.96464 0.83318
C 2.58072 4.09179 1.25474
C 2.48531 5.17299 0.10796
P 5.19155 3.39609 0.63905
O 5.34741 4.94771 1.17115
Cl 5.44170 3.42940 -1.43824
N 4.82695 0.32512 1.33127
C 4.48494 0.62307 2.68931
O 4.03207 -0.19033 3.36063
F 4.71379 1.83594 3.27701
C 6.21318 0.29873 1.05193
O 6.95831 -0.05476 1.86177
F 6.62020 0.68619 -0.16719
H 2.11894 -3.27030 0.75928
H 2.15877 -1.87550 2.03022
H 4.55807 -2.36858 0.32011
H 4.18537 -0.60339 -1.31009
H 2.47870 -0.41480 -0.83958
H -0.19664 2.99228 -3.33947
H -0.42439 4.13292 -1.88878
H -1.26698 2.55598 -2.00099
H 0.15714 2.73111 3.58323
H 2.00146 2.57837 3.67723
H 1.75738 0.45577 4.94108
H -0.00249 0.55384 4.85584
H 0.89133 1.82341 5.82954
H -1.32914 0.40644 2.24506
H -0.45708 -1.00098 2.89110
H -1.71738 -1.16534 0.59259
H -0.12880 -1.96019 0.66684
H -0.31824 -0.38303 -0.17816
H 1.57429 3.79364 1.59642
H 3.06006 4.60348 2.12219
H 1.48096 5.63742 0.05201
H 2.77427 4.74427 -0.87994
H 3.21384 5.99559 0.29194
H 6.11632 4.93199 1.77447
C -4.86605 1.57116 1.55077
C -4.83845 0.05396 1.67229
N -4.64337 -0.42780 3.03039
C -4.38423 -1.86153 3.09497
C -5.49849 -2.81258 2.65066
C -5.57641 0.08142 4.02747
C -7.06843 -0.18738 3.81068
H -3.94295 2.01277 1.93496
H -4.96257 1.85309 0.50002
H -5.71141 2.01361 2.07963
H -4.00719 -0.30449 1.05472
H -5.75684 -0.34806 1.22320
H -4.08333 -2.12329 4.11396
H -3.50021 -2.06801 2.47911
H -6.28278 -2.89636 3.40143
H -5.08766 -3.81639 2.51235
H -5.95091 -2.51424 1.70412
H -5.43445 1.16303 4.10917
H -5.28817 -0.29767 5.01252
H -7.37321 -0.04511 2.77248
H -7.65859 0.50068 4.42016
H -7.34532 -1.19511 4.11746
C 2.26784 -6.74990 -1.07243
C 3.57664 -6.54986 -0.32032
N 3.47478 -6.74001 1.11839
C 4.67304 -6.31884 1.83680
C 5.96769 -7.09086 1.56697
C 2.90631 -8.00757 1.55729
C 3.61228 -9.29540 1.12197
H 1.49296 -6.07359 -0.70424
H 2.41942 -6.54185 -2.13356
H 1.90171 -7.77487 -0.99579
H 3.90110 -5.52193 -0.51572
H 4.33707 -7.20844 -0.76211
H 4.47148 -6.33216 2.91212
H 4.85392 -5.26356 1.60044
H 5.97453 -8.05805 2.06725
H 6.81757 -6.52725 1.96203
H 6.14839 -7.24636 0.50264
H 1.86920 -8.05591 1.21247
H 2.82200 -8.00225 2.64820
H 3.93255 -9.26548 0.07913
H 2.93105 -10.14273 1.22891
H 4.48005 -9.50975 1.74430
C -4.63535 4.49222 -3.64834
C -4.28198 5.18286 -4.95807
N -3.10653 4.64070 -5.62603
C -2.65636 5.46475 -6.74254
C -3.58747 5.60730 -7.94951
C -3.12032 3.20551 -5.88094
C -4.25870 2.64960 -6.74176
H -3.80433 4.53757 -2.94009
H -5.49339 4.98865 -3.19127
H -4.91175 3.44641 -3.79637
H -4.09277 6.23481 -4.72403
H -5.16487 5.16129 -5.61120
H -1.68550 5.09646 -7.08827
H -2.45338 6.46842 -6.35386
H -3.58090 4.71522 -8.57447
H -3.24515 6.43355 -8.57823
H -4.61656 5.82440 -7.66094
H -3.13616 2.68258 -4.91888
H -2.16468 2.90894 -6.32511
H -5.22532 3.08989 -6.49237
H -4.34323 1.57083 -6.58913
H -4.07227 2.80250 -7.80375
*
```

* calculated total energy: -113481.36952 eV
* Kohn-Sham gap: 5.445 eV

Record 3
# C33H70AlBr30IN

C33H70AlBr30IN as an isolated structure at a distorted geometry (ωB97M-V with the def2-TZVPD basis set, the OMol25 dataset).

ORCA input file:
```
! wB97M-V def2-TZVPD RIJCOSX def2/J DEFGRID3
* xyz -1 1
C 0.20679 2.73736 -0.24546
C -0.58517 1.56032 0.38776
I -1.62707 2.11573 2.21121
C -1.46743 0.82145 -0.66679
Al -3.41649 1.45211 -0.82847
N -3.71768 3.28412 -0.38075
H 0.69181 3.37399 0.50759
H 1.02550 2.24724 -0.80088
H -0.38023 3.28916 -0.99891
H 0.19587 0.84073 0.69749
H -0.97273 0.97334 -1.64853
H -1.46288 -0.25610 -0.42352
H -3.81090 1.29129 -2.39383
H -4.42678 0.44380 -0.04555
H -3.96141 3.37865 0.59466
H -2.91789 3.86871 -0.59191
Br -0.98205 -2.89523 1.42320
C 0.26017 -2.56675 2.88622
C 1.07038 -1.31108 2.67568
Br 2.49803 -1.58932 1.37321
H 0.87418 -3.45527 2.97788
H -0.36695 -2.46789 3.77160
H 1.57857 -1.02888 3.59661
H 0.47856 -0.47201 2.32016
Br 3.77137 3.91520 -0.15748
C 3.94847 4.82036 -1.88035
C 2.59952 5.17536 -2.44599
Br 1.72904 3.60163 -3.17261
H 4.51886 4.15733 -2.52389
H 4.53220 5.71690 -1.67686
H 2.69878 5.86799 -3.28163
H 1.92318 5.59712 -1.70531
Br -5.74081 -2.91216 -5.74884
C -5.72318 -2.90128 -3.79787
C -5.09937 -1.64286 -3.25412
Br -3.16239 -1.68939 -3.39795
H -5.20451 -3.80222 -3.48418
H -6.76988 -2.96764 -3.50510
H -5.30220 -1.54435 -2.18845
H -5.43046 -0.74307 -3.76440
Br -0.89400 5.84427 -0.86009
C -0.78800 6.67441 -2.61786
C -2.15752 6.98615 -3.15884
Br -3.03351 5.37754 -3.81571
H -0.22060 5.99749 -3.25382
H -0.21743 7.59109 -2.46802
H -2.08771 7.64926 -4.02047
H -2.81783 7.42821 -2.41720
Br 1.18136 -0.98266 -2.02228
C 3.06388 -0.48693 -2.02977
C 3.55026 -0.19266 -3.42393
Br 3.84792 -1.83039 -4.43945
H 3.60713 -1.29500 -1.54755
H 3.12462 0.40781 -1.40988
H 4.51926 0.30394 -3.39441
H 2.85213 0.41204 -3.99724
Br -2.04507 -7.05451 1.36474
C -2.21150 -7.22669 3.29754
C -1.67480 -6.01273 4.00942
Br 0.27297 -6.01194 4.04763
H -1.70052 -8.14316 3.57773
H -3.27858 -7.33747 3.48322
H -1.97722 -6.01722 5.05571
H -1.98162 -5.07597 3.54962
Br -2.04405 -6.60136 7.75972
C -1.53192 -5.03259 8.79544
C -0.49241 -4.21209 8.07675
Br 1.27089 -5.02986 8.20326
H -1.19714 -5.38947 9.76462
H -2.45087 -4.46262 8.91994
H -0.38694 -3.23487 8.54421
H -0.70492 -4.08279 7.01898
Br -3.61648 2.44747 -5.44144
C -1.79302 2.61607 -6.10290
C -1.07231 1.29641 -6.04569
Br -0.51192 0.88141 -4.23009
H -1.30993 3.39064 -5.51307
H -1.89367 2.95894 -7.13288
H -0.14449 1.33475 -6.61985
H -1.67916 0.46367 -6.39322
Br 0.79508 5.39781 -6.72491
C 1.94815 4.73568 -8.14872
C 1.52053 3.36776 -8.61410
Br 2.06320 1.98707 -7.35299
H 2.96456 4.75526 -7.76710
H 1.85127 5.46114 -8.95467
H 2.01465 3.11006 -9.54915
H 0.44492 3.27694 -8.73944
Br -1.43431 9.23915 1.18737
C -3.37112 9.40735 1.31744
C -3.99343 8.18595 1.94353
Br -4.08149 6.70077 0.68773
H -3.73829 9.60277 0.31445
H -3.53820 10.28534 1.93976
H -5.02726 8.38730 2.21991
H -3.45139 7.83047 2.81506
Br -5.95101 3.27863 2.58161
C -6.30559 1.36574 2.53004
C -7.68414 1.07490 2.00356
Br -9.05580 1.41764 3.34993
H -6.14295 0.98586 3.53449
H -5.54785 0.95548 1.85970
H -7.78447 0.01935 1.75908
H -7.94028 1.67146 1.13376
Br 3.35982 -4.42124 4.21495
C 4.63879 -4.98294 2.85928
C 4.25689 -6.31177 2.26273
Br 4.68971 -7.78215 3.46830
H 5.61725 -4.99105 3.33108
H 4.61114 -4.20056 2.10162
H 4.83238 -6.50468 1.35945
H 3.19707 -6.38931 2.03656
Br 0.22044 -6.97856 -3.12143
C -1.18646 -6.03211 -4.08280
C -0.61577 -5.01781 -5.03852
Br -0.00628 -3.42467 -4.10231
H -1.83770 -5.58961 -3.33475
H -1.73049 -6.80524 -4.62307
H -1.38521 -4.66834 -5.72590
H 0.22958 -5.39540 -5.60654
Br 6.12974 -0.09019 0.53592
C 7.64145 1.13852 0.66145
C 7.28336 2.55534 0.27162
Br 7.12922 2.74706 -1.66444
H 8.42698 0.71912 0.03987
H 7.94284 1.09849 1.70670
H 8.07379 3.24299 0.56775
H 6.33874 2.89040 0.69076
Br 5.04669 -6.41364 6.85527
C 4.88326 -6.60775 8.78595
C 5.41652 -5.39955 9.51005
Br 7.36503 -5.39290 9.54768
H 5.39406 -7.52716 9.05621
H 3.81602 -6.72219 8.97074
H 5.11218 -5.41358 10.55522
H 5.10614 -4.46244 9.05777
*
```

* calculated total energy: -2152823.32827 eV
* energy above the lowest of the compared OMol25 structures with the same formula, charge and spin: 73.1 kJ/mol
* Kohn-Sham gap: 5.792 eV